A 3-piece molecular cluster, C28H35ClF16O4S overall at a distorted geometry, computed with ωB97M-V/def2-TZVPD.

Calculated total energy   -3844.6528 a.u.
Structure (SMILES)   CCCCCCCCCC1=C(CSCC)C(=O)C(Cl)=CC1=O.FC(F)C(F)(F)COC(F)(F)C(F)F.FC(F)C(F)(F)COC(F)(F)C(F)F
Kohn-Sham gap   6.9 eV
Lowest unoccupied orbital energy   -1.65 eV

Each line ends with the Löwdin charge.
CARTESIAN COORDINATES (ANGSTROEM)
C: 3.902 1.625 1.861  -0.14
C: 3.671 2.298 0.365  -0.25
C: 2.725 3.632 0.574  -0.22
C: 1.182 3.220 0.144  -0.21
C: 0.083 3.883 1.207  -0.21
C: -0.302 5.412 0.759  -0.22
C: -1.732 5.568 -0.028  -0.22
C: -3.065 5.350 0.912  -0.20
C: -4.435 4.977 0.030  -0.13
C: -5.455 4.192 1.064  -0.06
C: -5.161 2.775 1.513  -0.10
C: -3.855 1.915 0.980  -0.39
S: -4.277 1.429 -0.819  0.74
C: -4.264 -0.475 -0.968  -0.50
C: -2.723 -0.918 -0.505  -0.19
C: -6.169 1.952 2.564  -0.18
O: -5.731 1.037 3.438  -0.03
C: -7.787 2.331 2.391  -0.48
Cl: -9.045 1.011 2.719  0.55
C: -8.070 3.740 1.973  0.01
C: -6.850 4.847 1.687  -0.17
O: -7.045 6.151 1.918  -0.03
H: 4.988 1.148 1.987  0.06
H: 3.036 0.852 2.019  0.08
H: 3.816 2.416 2.744  0.07
H: 3.105 1.482 -0.272  0.10
H: 4.676 2.534 -0.199  0.10
H: 2.724 3.996 1.708  0.10
H: 3.121 4.557 -0.050  0.11
H: 1.028 2.042 0.117  0.11
H: 0.939 3.679 -0.908  0.11
H: -0.818 3.141 1.283  0.08
H: 0.607 3.869 2.280  0.11
H: -0.180 6.110 1.690  0.11
H: 0.540 5.752 -0.015  0.11
H: -1.781 6.700 -0.403  0.12
H: -1.777 4.923 -1.031  0.12
H: -3.299 6.414 1.397  0.13
H: -2.905 4.588 1.787  0.10
H: -4.972 6.001 -0.266  0.13
H: -4.197 4.349 -0.935  0.10
H: -3.596 0.990 1.651  0.10
H: -2.886 2.566 0.899  0.05
H: -4.481 -0.749 -2.109  0.09
H: -5.088 -0.962 -0.262  0.09
H: -2.471 -1.928 -1.039  0.06
H: -2.033 -0.011 -0.858  0.07
H: -2.669 -0.977 0.671  0.08
H: -9.222 4.018 1.852  0.13
F: 6.565 -0.928 1.459  0.08
C: 7.384 -0.204 0.669  -0.28
F: 6.724 0.951 0.390  0.08
C: 7.771 -0.924 -0.623  -0.43
F: 6.713 -1.039 -1.468  0.12
F: 8.682 -0.139 -1.283  0.10
C: 8.415 -2.310 -0.447  -0.05
O: 7.538 -3.441 -0.492  0.03
C: 6.818 -3.704 0.710  -0.47
F: 7.431 -3.055 1.730  0.12
F: 6.980 -5.030 0.968  0.14
C: 5.317 -3.386 0.603  -0.26
F: 5.088 -2.148 0.102  0.08
F: 4.719 -3.430 1.822  0.10
H: 8.276 0.061 1.250  0.18
H: 9.077 -2.451 -1.308  0.15
H: 9.084 -2.351 0.422  0.15
H: 4.817 -4.104 -0.051  0.18
F: -3.126 -5.101 -1.865  0.08
C: -2.454 -5.191 -0.699  -0.28
F: -2.532 -3.964 -0.117  0.07
C: -0.993 -5.607 -0.872  -0.43
F: -0.260 -4.626 -1.463  0.12
F: -0.451 -5.766 0.378  0.10
C: -0.760 -6.923 -1.634  -0.05
O: -0.535 -6.822 -3.045  0.03
C: -1.705 -6.653 -3.841  -0.47
F: -2.782 -7.022 -3.105  0.12
F: -1.617 -7.567 -4.846  0.14
C: -1.835 -5.244 -4.442  -0.26
F: -1.675 -4.271 -3.513  0.08
F: -3.062 -5.058 -4.995  0.10
H: -2.985 -5.896 -0.049  0.18
H: 0.173 -7.341 -1.244  0.15
H: -1.519 -7.679 -1.400  0.15
H: -1.082 -5.086 -5.219  0.18

=====

C28H35CoF5NOSSi4Te as an isolated structure, computed with ωB97M-V/def2-TZVPD.

Relative energy (zero: lowest compared OMol25 entry of this formula, charge and spin)   0.0 kJ/mol
Calculated total energy   -4924.4386 a.u.
Multiplicity   2
Net charge   -1
Kohn-Sham gap (alpha / beta)   6.2 / 6.2 eV
Lowest unoccupied orbital energy (alpha / beta)   2.15 / 2.16 eV

Each line ends with the Löwdin charge.
CARTESIAN COORDINATES (ANGSTROEM)
Co: -0.271 -2.018 0.137  0.30
S: 4.117 -2.320 0.603  1.11
C: 3.853 -2.412 -1.111  -0.47
C: 4.796 -2.527 -2.125  -0.10
C: 4.342 -2.596 -3.428  -0.10
C: 2.972 -2.563 -3.707  -0.08
C: 2.036 -2.444 -2.700  -0.04
C: 2.481 -2.352 -1.382  -0.31
N: 1.690 -2.217 -0.246  0.02
C: 2.405 -2.234 0.848  -0.51
C: 1.722 -2.202 2.126  -0.27
C: 2.370 -2.176 3.360  -0.06
C: 1.607 -2.124 4.510  -0.10
C: 0.217 -2.089 4.405  -0.08
C: -0.409 -2.106 3.166  -0.08
C: 0.324 -2.174 1.979  -0.11
H: 5.854 -2.559 -1.900  0.10
H: 5.054 -2.682 -4.238  0.10
H: 2.638 -2.623 -4.735  0.10
H: 0.979 -2.394 -2.911  0.04
H: 3.454 -2.185 3.418  0.09
H: 2.083 -2.102 5.483  0.09
H: -0.382 -2.039 5.307  0.10
H: -1.490 -2.045 3.125  0.09
C: -1.795 3.964 1.627  -0.22
Si: -2.194 2.369 0.691  0.32
C: -3.839 2.579 -0.198  -0.22
C: -2.367 0.968 1.923  -0.21
Si: -0.523 1.900 -0.867  -0.03
Te: -0.898 -0.324 -1.883  0.49
Si: 1.575 2.096 0.140  0.33
C: 1.519 1.380 1.881  -0.20
C: 2.887 1.190 -0.858  -0.20
C: 2.111 3.903 0.287  -0.22
Si: -0.628 3.392 -2.663  0.30
C: -2.087 2.997 -3.781  -0.23
C: 0.955 3.254 -3.678  -0.23
C: -0.804 5.192 -2.112  -0.22
H: -2.613 4.232 2.302  0.02
H: -1.626 4.805 0.949  0.01
H: -0.894 3.836 2.231  0.01
H: -4.657 2.703 0.518  0.02
H: -4.044 1.693 -0.803  0.03
H: -3.832 3.449 -0.860  0.01
H: -3.187 1.169 2.620  0.03
H: -1.454 0.817 2.505  0.02
H: -2.587 0.032 1.402  0.01
H: 1.034 0.403 1.889  0.00
H: 0.945 2.031 2.548  0.02
H: 2.524 1.269 2.300  0.03
H: 2.607 0.145 -1.004  0.00
H: 3.857 1.225 -0.352  0.03
H: 3.000 1.634 -1.849  0.02
H: 1.367 4.501 0.819  0.02
H: 2.255 4.351 -0.700  0.01
H: 3.058 3.979 0.830  0.02
H: -2.083 1.940 -4.053  0.00
H: -2.046 3.595 -4.697  0.02
H: -3.035 3.207 -3.280  0.02
H: 1.153 2.208 -3.927  0.02
H: 1.813 3.637 -3.120  0.01
H: 0.876 3.823 -4.609  0.02
H: -1.765 5.357 -1.617  0.01
H: -0.756 5.858 -2.979  0.02
H: -0.015 5.485 -1.416  0.01
F: -3.942 -7.286 1.686  0.09
C: -3.487 -6.046 1.424  -0.16
C: -4.179 -4.932 1.867  -0.15
F: -5.310 -5.101 2.570  0.10
C: -3.717 -3.659 1.603  -0.14
F: -4.417 -2.611 2.070  0.10
C: -2.536 -3.417 0.874  -0.29
O: -2.113 -2.222 0.620  -0.19
C: -1.871 -4.582 0.447  -0.13
F: -0.727 -4.426 -0.269  0.06
C: -2.320 -5.858 0.707  -0.15
F: -1.633 -6.921 0.263  0.10

=====

C28H35FLuN14O7 as an isolated structure, computed with ωB97M-V/def2-TZVPD.

Relative energy (zero: lowest compared OMol25 entry of this formula, charge and spin)   3.9 kJ/mol
Calculated total energy   -3716.7064 a.u.
Net charge   +1
Kohn-Sham gap   7.0 eV
Lowest unoccupied orbital energy   -3.24 eV

Each line ends with the Löwdin charge.
CARTESIAN COORDINATES (ANGSTROEM)
Lu: -0.105 -0.008 0.085  1.73
O: 3.418 -1.388 -1.334  0.05
C: 2.619 -0.499 -1.096  -0.63
O: 1.407 -0.359 -1.520  -0.17
C: 3.006 0.647 -0.167  -0.18
C: 4.233 1.279 -0.133  0.01
C: 4.360 2.410 0.663  -0.03
C: 3.267 2.878 1.386  0.01
C: 2.076 2.188 1.283  -0.18
N: 1.968 1.094 0.538  0.05
C: 0.756 2.606 1.918  -0.64
O: 0.774 3.400 2.859  0.01
O: -0.250 2.043 1.376  -0.16
H: 5.049 0.892 -0.729  0.12
H: 5.302 2.944 0.702  0.11
H: 3.312 3.766 2.000  0.12
C: -1.019 -7.968 1.161  -0.06
C: -0.175 -7.409 0.024  -0.19
N: 0.160 -5.996 0.216  -0.03
C: -0.693 -5.061 -0.272  0.04
C: -0.522 -3.720 -0.189  -0.01
C: -1.594 -2.851 -0.835  -0.60
O: -2.584 -3.427 -1.278  0.02
O: -1.334 -1.611 -0.881  -0.16
C: 0.640 -3.209 0.474  -0.26
O: 0.905 -2.013 0.648  -0.11
C: 1.587 -4.222 0.953  -0.03
C: 2.800 -3.808 1.505  0.10
C: 3.673 -4.721 2.009  -0.19
F: 4.881 -4.311 2.459  0.07
C: 3.374 -6.089 2.039  -0.14
C: 2.190 -6.505 1.459  0.06
C: 1.308 -5.590 0.866  -0.12
N: 4.257 -7.020 2.622  -0.09
C: 5.100 -6.711 3.756  -0.14
C: 4.997 -7.837 4.775  -0.08
N: 5.389 -9.132 4.104  0.06
C: 4.525 -9.420 2.900  -0.08
C: 4.636 -8.238 1.951  -0.14
H: -1.226 -9.026 0.988  0.08
H: -1.972 -7.440 1.223  0.08
H: -0.510 -7.863 2.122  0.07
H: -0.713 -7.487 -0.917  0.13
H: 0.746 -7.973 -0.095  0.11
H: -1.579 -5.425 -0.781  0.15
H: 3.062 -2.757 1.462  0.13
H: 1.941 -7.559 1.486  0.11
H: 4.791 -5.789 4.236  0.14
H: 6.151 -6.586 3.455  0.14
H: 3.970 -7.949 5.113  0.14
H: 5.653 -7.680 5.629  0.14
H: 5.348 -9.903 4.766  0.18
H: 6.358 -9.052 3.793  0.18
H: 3.505 -9.537 3.258  0.14
H: 4.869 -10.347 2.445  0.14
H: 4.010 -8.413 1.081  0.14
H: 5.677 -8.175 1.592  0.14
C: -5.465 2.055 0.749  -0.05
N: -4.571 0.941 1.045  -0.16
C: -4.741 0.330 2.348  -0.05
C: -3.388 0.741 0.381  -0.40
N: -2.329 0.262 0.901  0.07
N: -3.470 1.051 -0.975  0.16
C: -2.461 1.170 -1.909  -0.48
N: -2.940 1.262 -3.185  0.17
N: -1.219 1.263 -1.600  0.05
H: -6.478 1.703 0.544  0.09
H: -5.105 2.627 -0.103  0.09
H: -5.506 2.738 1.601  0.09
H: -5.807 0.266 2.561  0.09
H: -4.261 0.905 3.149  0.10
H: -4.333 -0.680 2.340  0.10
H: -2.387 0.203 1.909  0.03
H: -4.401 1.049 -1.345  0.14
H: -3.845 0.883 -3.402  0.10
H: -2.265 1.186 -3.923  0.11
H: -0.640 1.356 -2.424  0.08
N: -0.253 1.718 5.276  0.15
N: 0.142 0.772 4.352  -0.27
N: 1.389 0.364 4.260  0.15
C: 1.297 -0.483 3.247  -0.21
N: 0.047 -0.582 2.771  -0.02
N: -0.688 0.223 3.531  0.07
H: 0.538 2.341 5.385  0.10
H: -1.004 2.242 4.844  0.10
H: 2.140 -1.019 2.849  0.10